The following is a DFT calculation (ωB97M-V with the def2-TZVPD basis set) of a molecular structure, C36H53N4NiOP2.

Energy (Ha): -3888.6438
HOMO level (alpha / beta) (Eh): -0.32460 / -0.32429
Total charge: +1
Kohn-Sham gap (alpha / beta) (eV): 6.15 / 6.17
Multiplicity: 3
Energy above the lowest of the compared OMol25 structures with the same formula, charge and spin (eV): 0.000

Geometry as XYZ:
```
97
Properties=species:S:1:pos:R:3:forces:R:3:mulliken_charge:R:1
C -1.278 -1.309 -1.840 0.49 -0.73 -0.02 -0.301
C 0.734 -2.368 -1.045 -0.46 0.69 -0.29 -0.566
C -1.534 -2.335 -2.744 0.10 0.32 0.30 -0.711
C 0.438 -3.478 -1.918 -0.30 -0.09 -0.18 -1.420
C -0.656 -3.454 -2.753 0.25 0.20 0.33 -0.966
H -2.407 -2.286 -3.400 0.35 -0.02 0.25 0.492
H 1.131 -4.325 -1.923 -0.26 0.31 -0.03 0.525
H -0.851 -4.295 -3.428 0.09 0.35 0.29 0.402
N -0.208 -1.326 -0.988 0.07 -0.37 -0.16 2.277
P -2.325 0.326 0.092 -0.82 -0.18 -0.17 0.177
P 2.366 -0.700 0.363 0.85 -0.27 -0.12 0.663
C -2.227 -0.132 -1.716 0.04 0.35 0.20 -1.558
H -1.813 0.750 -2.233 -0.15 -0.41 0.12 0.430
H -3.202 -0.361 -2.175 0.38 0.11 0.24 0.799
C 0.446 1.782 1.661 1.49 5.30 3.23 -0.464
O 0.679 2.734 2.312 -0.95 -4.45 -3.15 -0.398
C 1.917 -2.286 -0.302 -0.14 0.22 -0.05 -0.916
H 2.657 -3.085 -0.429 -0.28 0.32 0.07 0.291
C 3.513 0.134 -0.964 -0.24 -0.16 0.17 2.123
C 3.422 -1.008 1.927 -0.09 0.00 -0.25 2.073
C -3.230 2.007 0.207 0.10 -0.30 -0.11 1.972
C -3.432 -1.088 0.789 0.03 0.12 -0.17 2.126
C 3.586 1.654 -0.707 0.06 0.05 0.03 -1.539
H 4.252 1.888 0.140 -0.23 -0.07 -0.34 0.304
H 3.991 2.166 -1.601 -0.16 -0.18 0.35 0.503
H 2.598 2.080 -0.478 0.37 -0.09 -0.11 0.087
C 4.941 -0.436 -1.054 0.11 -0.02 0.01 -1.861
H 5.553 -0.198 -0.169 -0.23 -0.09 -0.38 0.345
H 4.932 -1.530 -1.198 0.00 0.42 0.04 0.358
H 5.447 0.009 -1.933 -0.22 -0.16 0.33 0.486
C 2.833 -0.171 -2.321 -0.05 0.00 -0.10 -0.959
H 3.239 0.507 -3.095 -0.09 -0.25 0.29 0.628
H 3.031 -1.211 -2.626 -0.06 0.39 0.10 0.285
H 1.741 -0.050 -2.287 0.42 -0.09 -0.05 -0.422
C 4.141 0.288 2.348 0.14 -0.03 0.00 -1.748
H 3.429 1.128 2.430 0.26 -0.24 -0.01 0.219
H 4.605 0.139 3.341 -0.20 0.06 -0.38 0.493
H 4.943 0.573 1.649 -0.34 -0.10 0.32 0.299
C 2.482 -1.429 3.068 0.17 -0.09 0.13 -1.631
H 1.852 -0.590 3.400 0.27 -0.24 -0.03 0.180
H 1.832 -2.267 2.768 0.86 0.47 0.16 0.397
H 3.092 -1.757 3.931 -0.19 0.15 -0.31 0.639
C 4.425 -2.162 1.713 0.09 -0.05 0.04 -1.776
H 5.152 -1.967 0.913 -0.30 -0.09 0.35 0.331
H 4.992 -2.317 2.651 -0.22 0.06 -0.35 0.507
H 3.895 -3.101 1.485 0.20 0.34 0.10 0.322
C -3.843 -0.751 2.237 -0.11 -0.09 0.01 -1.679
H -4.331 -1.638 2.683 0.17 0.33 -0.18 0.536
H -2.977 -0.495 2.866 -0.47 -0.12 -0.25 0.098
H -4.570 0.077 2.274 0.26 -0.35 -0.01 0.385
C -2.633 -2.415 0.776 0.05 0.08 0.03 -2.168
H -2.472 -2.779 -0.250 -0.09 0.09 0.36 0.313
H -1.658 -2.342 1.271 -1.01 0.01 -0.58 0.500
H -3.234 -3.172 1.314 0.21 0.26 -0.19 0.644
C -4.696 -1.337 -0.063 -0.11 0.00 -0.02 -1.792
H -5.254 -2.177 0.391 0.22 0.31 -0.16 0.498
H -5.374 -0.474 -0.106 0.26 -0.38 0.01 0.267
H -4.440 -1.641 -1.092 -0.11 0.09 0.41 0.342
C -2.449 3.001 -0.679 -0.04 0.10 -0.02 -1.666
H -2.471 2.729 -1.748 0.01 0.11 0.40 0.313
H -2.916 3.998 -0.579 0.18 -0.37 -0.03 0.643
H -1.401 3.079 -0.350 -0.36 0.04 -0.13 0.096
C -3.120 2.511 1.663 -0.17 0.03 -0.02 -1.380
H -2.071 2.519 1.999 -0.38 0.11 -0.11 0.208
H -3.507 3.547 1.712 0.19 -0.40 0.01 0.526
H -3.706 1.901 2.366 0.24 0.26 -0.25 0.260
C -4.701 1.984 -0.245 -0.11 0.10 0.03 -1.844
H -4.819 1.558 -1.256 0.06 0.15 0.39 0.299
H -5.338 1.418 0.453 0.26 0.26 -0.26 0.374
H -5.082 3.022 -0.272 0.14 -0.39 0.01 0.489
Ni 0.094 0.264 0.529 0.00 -1.63 -1.23 0.371
N 0.349 1.473 -1.141 0.31 2.37 -2.95 0.397
C 0.462 2.134 -2.107 -0.29 -2.04 2.96 1.037
C 0.620 2.883 -3.300 0.17 0.77 -1.32 -0.310
C 0.428 4.287 -3.303 0.09 -0.42 -0.10 -0.423
C 0.975 2.214 -4.500 -0.11 0.28 0.29 -0.266
C 0.591 5.003 -4.492 0.02 -0.19 -0.01 -0.688
H 0.157 4.796 -2.374 0.10 -0.16 -0.35 0.440
C 1.132 2.948 -5.678 -0.05 0.13 0.16 -0.769
H 1.127 1.131 -4.487 -0.07 0.41 -0.03 0.420
C 0.942 4.340 -5.679 -0.05 -0.24 0.38 -0.384
H 0.445 6.088 -4.492 0.06 -0.47 0.00 0.395
H 1.408 2.431 -6.603 -0.12 0.22 0.40 0.400
H 1.068 4.908 -6.606 -0.05 -0.24 0.40 0.402
N 0.081 -3.355 2.066 -0.60 1.74 1.15 0.186
C -0.280 -2.187 2.831 0.36 -0.69 -1.66 -0.914
C -0.599 -2.515 4.168 0.06 0.04 -0.24 -1.710
C -0.991 -1.568 5.065 0.10 -0.99 0.35 -0.709
C -1.094 -0.287 4.626 0.18 1.40 -0.96 -1.044
C -0.781 0.038 3.304 0.27 -2.43 0.75 -0.904
N -0.320 -0.836 2.303 -1.25 -2.12 3.95 3.263
H 0.241 -3.339 1.071 0.24 0.42 0.03 0.207
H 0.110 -4.289 2.500 -0.21 1.29 -0.11 0.226
H -0.543 -3.540 4.516 0.10 -0.05 -0.40 0.464
H -1.237 -1.830 6.086 0.04 -0.07 -0.04 0.479
H -1.441 0.481 5.308 0.06 0.16 -0.29 0.485
H -1.004 1.059 3.165 0.13 0.82 -1.22 0.190
```
Positions in Å, forces in eV/Å.